{"formula": "C36H51AsBiN8OS2", "method": "the ωB97M-V functional and the def2-TZVPD basis", "max_force_ev_per_a": 0.3, "orbital_gap_ev": 7.82, "e_above_lowest_kj_mol": 30.4, "total_charge": 3, "homo_ev": -15.057, "elements": ["C", "C", "S", "H", "H", "H", "H", "C", "H", "H", "H", "C", "N", "H", "O", "As", "H", "C", "H", "H", "H", "H", "C", "C", "C", "H", "C", "C", "H", "C", "H", "N", "H", "H", "C", "C", "C", "N", "H", "H", "N", "H", "H", "H", "H", "C", "H", "H", "H", "H", "C", "C", "C", "H", "C", "N", "Bi", "H", "C", "C", "C", "H", "H", "C", "S", "H", "H", "C", "H", "H", "H", "H", "N", "H", "C", "N", "C", "C", "C", "H", "C", "H", "H", "H", "C", "H", "H", "C", "H", "C", "N", "H", "H", "H", "H", "C", "C", "C", "H", "C"], "xyz": [[-3.13978, 2.25090, -1.99843], [-4.23332, -2.59830, 0.02268], [-0.20238, 0.37576, -2.99160], [3.06882, 0.91382, 0.96569], [-1.88752, -2.55487, 2.05032], [-0.27790, -1.69670, -7.39162], [-2.59795, 0.50275, -4.67023], [3.14463, 4.23704, -0.58973], [-2.95301, 4.07833, 3.85932], [3.88635, -3.29114, -0.77768], [-2.74551, -0.54548, -7.01002], [-2.09065, 4.30333, -2.75756], [-3.02213, -3.30017, -0.37457], [-1.33252, -0.71992, 3.48949], [-0.87070, 1.41368, 0.04460], [-0.81597, 3.03407, -0.54739], [4.18974, 1.22440, -1.66723], [2.50736, -1.24857, 4.75982], [3.25725, 1.85284, 2.45288], [5.17872, -2.64054, -1.80234], [1.78956, -1.02600, -4.24417], [5.24235, 0.40282, -0.48622], [-1.17865, -0.52790, 2.43029], [-0.67925, -1.16360, -6.54856], [-3.10017, -4.55501, -1.12821], [5.42140, 0.07569, -2.22935], [0.28870, -2.42220, 4.39119], [-4.10792, 3.51750, -3.80032], [1.53166, -2.42779, -5.31894], [0.92919, 3.49850, -1.14429], [1.58106, 3.97296, 0.85800], [-1.86598, -0.04107, -5.10148], [-3.33268, -5.38768, -0.46653], [3.67426, 0.55751, 4.32936], [4.71504, 0.29876, -1.43289], [1.25861, 3.45363, -2.49633], [-1.80868, -2.74301, -0.47106], [1.24006, -1.38721, 4.03121], [2.80879, 3.79271, -3.93548], [-4.44941, -2.70596, 1.08381], [-1.44320, -1.63823, 0.21285], [0.53172, -2.24974, -2.05416], [-3.88621, -4.48377, -1.87975], [-4.95210, 1.70917, -3.00659], [3.87158, 4.56531, 0.14087], [2.54277, 3.80604, -2.88731], [-3.13980, 1.39880, -1.33032], [-3.07770, 5.31215, -4.36897], [-2.99988, -1.24728, 1.64749], [2.34160, -0.80428, 5.74107], [-4.13741, 2.41946, -2.94667], [-1.95877, -1.55494, 1.60829], [4.52846, -2.43137, -0.95624], [0.82737, -3.21976, 4.89974], [-2.12466, 3.19674, -1.91717], [0.23423, -0.47384, 2.06094], [0.29663, -0.33169, -0.16660], [-1.73368, -4.68077, -2.84940], [-1.26449, 4.13645, 0.93348], [3.47979, 4.19267, -1.93851], [0.36556, -3.24488, -1.63490], [-2.38302, 6.47539, 3.76455], [-1.29980, 5.04019, -2.67819], [-1.35218, 6.32979, 1.89412], [3.47412, -1.00927, -1.32609], [-1.59429, 0.45836, 2.21957], [2.95344, -2.23238, 4.90026], [-3.08961, 4.45597, -3.70881], [-5.06366, -3.02632, -0.53539], [5.12522, -2.23842, -0.06723], [-0.38431, 5.89139, 0.03083], [-4.89392, 3.65094, -4.53133], [-1.01716, -3.46892, -1.27361], [-1.17675, -5.55847, -1.41690], [1.45183, -1.34619, -5.22677], [2.42110, -0.02799, 2.74911], [-2.06720, 5.81589, 2.96778], [2.60803, 1.15238, 1.92795], [-0.67114, -0.24059, -4.51755], [4.23246, -0.87091, 3.45157], [3.35082, -0.35790, 3.83452], [0.61129, -3.93982, -2.43541], [4.47448, 4.48102, -2.25183], [-2.25142, 2.56879, 2.02398], [-2.38655, 4.46590, 3.02353], [-1.11311, 7.38370, 1.85777], [2.06928, -0.87675, -5.99016], [1.86325, 3.89598, -0.18542], [0.52963, 3.14984, -3.23515], [-1.70762, -4.67063, -1.75975], [0.06503, -0.93763, -5.40093], [-0.48429, -2.05396, 5.06646], [1.64396, 1.63831, 1.76527], [-4.15406, -1.54195, -0.23819], [1.04397, -3.44897, -0.79958], [1.23388, -0.63499, 2.92781], [-1.88908, -0.59944, -6.36319], [-1.98966, 3.61826, 2.00010], [-0.17039, -2.83937, 3.49583], [-0.94611, 5.49158, 0.86736]], "forces_ev_per_a": [[0.017, 0.039, -0.027], [-0.126, 0.014, -0.094], [0.010, -0.044, -0.122], [0.020, -0.002, 0.006], [0.009, 0.097, 0.024], [0.016, -0.010, -0.008], [0.016, 0.006, 0.014], [-0.037, -0.006, 0.041], [0.000, -0.005, 0.000], [-0.003, -0.016, -0.009], [-0.015, 0.008, 0.000], [-0.033, -0.041, 0.015], [0.119, 0.093, 0.124], [0.012, -0.017, 0.011], [-0.075, 0.051, 0.118], [-0.060, 0.015, 0.022], [0.027, 0.010, 0.001], [0.023, -0.012, 0.017], [-0.007, 0.012, -0.010], [0.016, -0.015, 0.005], [-0.012, -0.014, 0.002], [0.021, 0.019, -0.007], [-0.061, 0.006, -0.072], [-0.038, 0.011, -0.003], [-0.022, -0.032, -0.066], [0.009, 0.016, -0.006], [-0.004, -0.038, 0.002], [-0.013, 0.000, -0.014], [-0.010, 0.002, 0.010], [-0.085, -0.044, 0.028], [0.011, 0.011, 0.013], [-0.044, 0.027, -0.018], [0.009, -0.001, -0.002], [-0.005, -0.005, 0.004], [-0.108, -0.052, 0.001], [0.107, 0.036, -0.005], [0.016, -0.025, 0.044], [-0.016, 0.080, 0.032], [-0.002, -0.001, -0.009], [-0.018, -0.041, 0.002], [0.056, -0.050, 0.121], [-0.028, 0.022, -0.013], [-0.008, 0.011, 0.019], [-0.011, -0.001, -0.009], [0.015, 0.005, -0.001], [-0.011, -0.007, -0.010], [-0.029, -0.010, -0.009], [-0.004, 0.004, -0.007], [-0.042, -0.006, -0.059], [0.001, 0.010, -0.015], [0.015, -0.020, 0.027], [0.143, -0.075, 0.021], [-0.004, 0.135, 0.008], [-0.008, -0.011, -0.023], [0.080, -0.052, 0.023], [-0.137, -0.155, -0.005], [0.222, 0.159, -0.100], [-0.018, 0.002, 0.006], [0.042, 0.003, -0.022], [0.005, 0.008, 0.013], [0.060, -0.038, 0.161], [-0.003, 0.004, 0.007], [-0.017, 0.019, -0.020], [0.012, 0.011, -0.013], [0.022, -0.120, -0.016], [-0.012, 0.014, 0.066], [-0.006, 0.001, 0.001], [0.016, 0.017, -0.006], [0.000, 0.016, 0.002], [0.008, -0.028, 0.006], [-0.003, 0.025, 0.015], [-0.010, 0.004, -0.009], [-0.148, 0.094, -0.262], [0.011, 0.002, -0.016], [0.068, 0.002, 0.001], [-0.026, 0.034, 0.028], [-0.010, 0.010, 0.013], [0.004, -0.024, -0.028], [0.039, -0.067, 0.075], [-0.003, 0.002, -0.003], [0.014, -0.024, 0.013], [0.035, -0.050, 0.049], [0.007, 0.003, -0.008], [-0.005, -0.010, 0.011], [0.006, -0.020, -0.023], [0.008, 0.001, -0.011], [-0.012, 0.004, -0.002], [0.041, -0.002, -0.089], [-0.010, 0.006, 0.020], [-0.019, 0.013, 0.006], [-0.060, 0.017, -0.009], [0.008, -0.008, 0.006], [0.008, 0.015, 0.005], [-0.015, -0.041, 0.053], [0.014, 0.077, -0.009], [0.012, 0.000, -0.074], [0.040, -0.029, -0.015], [-0.012, 0.006, 0.010], [0.003, 0.009, 0.017], [-0.005, -0.049, 0.022]]}



{"formula": "C36H51BClN7O5PPt", "method": "the ωB97M-V functional and the def2-TZVPD basis", "max_force_ev_per_a": 0.7, "orbital_gap_ev": 6.71, "e_above_lowest_kj_mol": 40.1, "total_charge": 1, "homo_ev": -9.838, "elements": ["C", "H", "C", "C", "H", "H", "C", "C", "H", "C", "B", "H", "C", "H", "H", "H", "C", "N", "H", "C", "H", "H", "H", "H", "C", "H", "N", "H", "H", "C", "C", "H", "C", "C", "C", "O", "H", "O", "C", "H", "H", "C", "C", "C", "C", "N", "C", "C", "C", "H", "H", "N", "N", "N", "C", "H", "H", "H", "H", "H", "P", "H", "C", "O", "H", "H", "C", "H", "H", "H", "O", "C", "H", "H", "C", "C", "H", "H", "H", "N", "C", "O", "C", "H", "H", "C", "Cl", "H", "H", "H", "H", "C", "H", "Pt", "H", "H", "H", "C", "H", "C", "H", "H", "C"], "xyz": [[4.61790, 1.53153, 2.09037], [-2.82031, -1.55495, -2.14489], [4.71560, -3.89364, -2.72345], [2.51592, -4.88478, -2.72635], [-1.94330, -2.64618, 1.94368], [2.34415, 5.79365, -3.05812], [-0.34147, 1.14374, 3.66987], [-2.20795, -1.66225, 2.33132], [0.47711, 6.02714, 0.84022], [4.31888, 2.87118, 2.71376], [-0.14497, 3.34511, -0.80602], [-2.54314, -6.88520, -4.62256], [1.75300, 5.37004, -2.24929], [2.19856, 0.04380, 4.99596], [4.17533, 3.62507, 1.94024], [-1.93318, 0.41649, 1.79375], [2.41500, -1.39425, -1.19443], [1.59378, 1.76790, -1.62584], [3.23308, -1.09788, 4.13292], [-0.04105, -5.69333, -0.70277], [-3.45659, 3.63638, -3.34969], [5.77218, -3.95865, -2.94062], [-2.42038, -7.97483, -1.41306], [-3.67078, -5.78251, -3.85085], [-0.24914, 4.17832, 1.63952], [5.15317, 3.17794, 3.34505], [-0.00597, 3.23746, 0.71845], [-0.70862, -7.46787, 0.29348], [-3.29420, -1.60418, 2.41507], [-0.41535, 5.62377, 1.31878], [-0.32664, 3.54733, 2.86476], [1.14736, -2.34143, 3.37615], [3.18181, 0.64339, -3.28743], [-1.79426, -1.21970, -1.99658], [-2.53668, 1.18058, -2.62946], [3.53098, 1.18044, 1.18518], [-1.19875, -1.57024, -2.83976], [3.23275, -0.55565, -0.83216], [-3.00067, -6.62414, -3.66570], [0.35979, 1.28903, 4.49055], [-0.53927, 4.00166, 3.81759], [2.24293, -0.64839, 4.15734], [2.84046, 3.11338, -2.90769], [-0.20454, -4.86025, -1.80536], [-0.13808, 2.18913, 2.62569], [0.60840, -3.68874, -1.90256], [1.94522, 3.89227, -2.21199], [2.81458, -2.64700, -1.86253], [-1.79144, -7.09982, -1.52366], [4.25244, -5.86265, -3.45702], [3.54821, 3.44347, -3.64914], [1.19956, 3.06905, -1.46026], [-0.93534, 0.95049, -1.12308], [0.08514, 2.01930, 1.30576], [-1.75544, 0.26658, -1.91983], [-0.55780, 4.42702, -1.07758], [-1.25636, 5.78955, 0.64658], [-1.34855, 1.26355, 4.07327], [-0.59351, 6.17747, 2.23764], [4.13736, 0.34314, -2.86486], [2.50718, 0.04271, 1.48221], [2.08154, 5.83187, -1.31669], [-2.12103, 2.43607, -2.22979], [2.11514, 0.22450, 2.99311], [-1.40364, -1.67719, -1.09058], [-3.60267, -7.47141, -3.34272], [1.95314, -3.73072, -2.14861], [0.70961, 5.63998, -2.40617], [-2.90778, 4.39442, -1.85035], [-1.82504, 4.30070, -3.23879], [1.12218, -1.20030, -0.98424], [-1.95931, -6.28446, -2.63441], [4.73214, 0.74752, 2.84029], [-0.23073, 0.14420, 3.27841], [-2.60303, 3.76973, -2.68913], [1.15261, -1.68732, 4.24509], [-2.24053, -0.66278, 0.44191], [-1.39264, -4.90138, -4.91307], [-2.17083, -3.65245, -3.96138], [-1.15358, 2.27919, -1.30684], [-1.14594, -5.15075, -2.79254], [-0.31424, -0.78465, 1.23777], [-0.83155, -6.81689, -0.56198], [-0.41315, -3.64879, -4.14502], [-3.31216, 0.95079, -3.33992], [3.85972, -4.95930, -3.00753], [3.46692, -1.73855, 1.59357], [0.17164, -1.22803, 4.33653], [0.27116, -2.85244, -1.45834], [3.35067, 0.96840, -4.31395], [3.41731, 2.82124, 3.32498], [-1.71693, -0.57698, 1.39296], [5.51134, 1.55000, 1.47076], [0.68146, 0.44477, 0.07587], [1.86816, -5.72077, -2.95185], [-1.78425, -1.55602, 3.32946], [4.81713, -1.92325, -1.90372], [-1.28376, -4.28938, -4.01800], [1.32808, -2.29801, 5.13190], [4.18359, -2.76255, -2.15422], [0.71290, -5.44425, 0.03409], [2.52814, -0.22181, -3.32135], [2.57715, 1.79097, -2.54677]], "forces_ev_per_a": [[-0.066, 0.001, -0.008], [0.007, -0.006, 0.001], [-0.013, 0.001, 0.003], [-0.014, -0.010, 0.004], [0.005, -0.004, 0.001], [0.008, -0.004, 0.005], [-0.049, 0.090, -0.102], [-0.050, 0.035, -0.008], [-0.003, -0.001, -0.008], [0.007, 0.009, 0.010], [-0.104, 0.005, 0.121], [0.001, 0.002, 0.000], [0.010, 0.020, -0.008], [0.029, -0.005, 0.012], [0.008, 0.000, -0.003], [-0.019, 0.009, 0.002], [-0.235, -0.114, -0.275], [0.172, -0.024, 0.681], [-0.016, -0.023, 0.010], [-0.013, 0.027, 0.018], [0.000, 0.004, 0.000], [0.000, 0.004, -0.002], [0.000, 0.000, -0.001], [0.001, 0.000, 0.000], [-0.022, -0.043, 0.062], [-0.001, 0.004, 0.005], [-0.112, 0.117, -0.062], [0.000, -0.001, 0.000], [-0.002, -0.009, 0.007], [0.003, -0.001, -0.025], [0.004, 0.010, -0.029], [0.021, -0.021, -0.069], [0.057, -0.031, 0.065], [0.018, -0.015, -0.009], [-0.001, -0.010, -0.001], [0.104, 0.068, 0.103], [0.020, -0.012, -0.004], [0.103, -0.048, 0.031], [0.002, 0.002, -0.003], [-0.028, 0.026, -0.009], [0.004, -0.005, 0.002], [0.071, 0.104, -0.034], [-0.072, -0.004, -0.042], [0.010, -0.052, -0.008], [-0.117, 0.039, -0.021], [-0.048, 0.019, -0.067], [-0.079, 0.032, -0.022], [0.064, 0.037, 0.070], [0.008, 0.001, 0.002], [0.000, 0.001, 0.002], [0.013, -0.016, 0.009], [0.098, -0.103, 0.056], [-0.044, -0.132, -0.052], [0.150, -0.137, 0.082], [-0.051, 0.061, 0.031], [0.076, 0.008, -0.029], [-0.011, -0.001, 0.009], [-0.014, -0.008, 0.008], [0.007, 0.004, -0.002], [-0.012, -0.045, 0.025], [0.139, 0.070, -0.392], [-0.015, -0.007, 0.008], [-0.050, -0.025, 0.033], [-0.052, -0.002, 0.064], [0.012, -0.016, -0.015], [0.000, 0.000, 0.001], [-0.011, -0.023, -0.017], [0.010, -0.002, -0.011], [-0.003, -0.002, 0.002], [-0.003, 0.002, -0.001], [0.145, 0.099, -0.107], [-0.014, 0.010, 0.001], [0.009, -0.001, 0.006], [-0.074, 0.241, -0.105], [0.016, -0.004, 0.004], [0.024, -0.089, 0.021], [-0.012, 0.030, -0.001], [0.010, -0.003, -0.005], [-0.012, -0.010, -0.005], [0.042, 0.069, -0.112], [0.020, -0.010, -0.019], [0.028, -0.041, 0.117], [-0.015, -0.007, 0.007], [-0.014, 0.013, 0.012], [-0.001, -0.002, 0.000], [-0.001, 0.003, -0.006], [-0.137, -0.080, 0.164], [0.149, -0.218, 0.144], [0.017, 0.022, 0.082], [0.008, 0.008, 0.016], [-0.001, -0.005, -0.001], [0.085, -0.096, -0.009], [0.000, 0.005, -0.005], [-0.085, 0.368, -0.327], [-0.006, -0.004, 0.008], [0.002, -0.014, -0.013], [0.012, 0.004, 0.002], [0.015, 0.016, 0.014], [0.032, -0.001, -0.001], [-0.011, 0.018, -0.012], [0.001, 0.003, -0.001], [-0.044, -0.028, -0.003], [-0.100, -0.145, -0.065]]}